Density functional theory data (ωB97M-V/def2-TZVPD) for 6 unconnected molecules or ions with the total composition C36H69IN10O6 in a non-equilibrium geometry.

```
! wB97M-V def2-TZVPD RIJCOSX def2/J DEFGRID3
* xyz 0 1
H 1.869 5.943 0.931
N 1.077 6.112 0.316
C -0.004 5.937 0.940
N -1.236 6.096 0.280
N -0.119 5.616 2.341
C 0.187 4.199 2.626
C -0.816 3.215 2.025
C -1.901 2.832 3.043
C -3.266 2.502 2.436
C -3.493 1.031 2.031
I -5.433 1.060 1.023
N -2.533 0.742 0.939
C -1.506 -0.083 1.398
O -0.541 -0.384 0.766
C -1.832 -0.479 2.809
C -3.275 -0.060 3.120
C -4.271 -1.256 3.154
C -3.905 -2.528 2.421
C -4.105 -3.749 3.084
C -3.780 -4.954 2.463
C -3.232 -4.971 1.184
C -3.031 -3.771 0.493
C -2.441 -3.731 -0.893
C -3.389 -2.573 1.128
N -3.184 0.507 4.487
C -4.392 1.178 5.001
C -4.835 0.589 6.341
C -6.023 -0.382 6.237
C -7.350 0.222 6.725
H -1.965 6.041 0.982
H -1.390 5.310 -0.343
H 0.613 6.155 2.791
H 0.269 4.038 3.697
H 1.171 3.959 2.207
H -0.234 2.343 1.736
H -1.252 3.601 1.110
H -1.525 2.054 3.693
H -2.051 3.703 3.682
H -3.370 3.071 1.518
H -4.065 2.802 3.105
H -2.975 0.414 0.091
H -1.621 -1.546 2.868
H -1.095 -0.046 3.481
H -5.269 -0.957 2.841
H -4.366 -1.529 4.199
H -4.510 -3.752 4.086
H -3.954 -5.887 2.979
H -2.949 -5.893 0.698
H -1.690 -2.946 -0.939
H -1.897 -4.653 -1.073
H -3.189 -3.573 -1.662
H -3.248 -1.662 0.565
H -2.897 -0.238 5.105
H -5.215 1.164 4.289
H -4.118 2.217 5.193
H -5.111 1.385 7.030
H -4.003 0.065 6.811
H -6.183 -0.736 5.222
H -5.795 -1.254 6.840
H -7.424 1.280 6.488
H -8.162 -0.271 6.192
H -7.517 0.021 7.778
C 3.487 -1.788 -3.532
N 2.104 -2.242 -3.570
C 1.142 -2.092 -2.623
C 1.520 -1.363 -1.357
O 0.015 -2.536 -2.810
H 3.671 -1.104 -4.368
H 4.150 -2.650 -3.631
H 3.705 -1.280 -2.597
H 1.789 -2.735 -4.391
H 0.649 -1.318 -0.710
H 2.329 -1.884 -0.842
H 1.840 -0.345 -1.582
C 3.143 2.753 -7.966
N 3.940 1.720 -7.327
C 3.531 0.715 -6.522
C 2.052 0.620 -6.223
O 4.339 -0.083 -6.058
H 3.271 2.693 -9.045
H 3.486 3.735 -7.640
H 2.092 2.647 -7.722
H 4.935 1.731 -7.489
H 1.875 -0.227 -5.567
H 1.703 1.525 -5.724
H 1.483 0.477 -7.142
C -3.925 -4.775 9.868
N -4.184 -3.862 8.771
C -3.839 -3.996 7.465
C -3.087 -5.243 7.066
O -4.131 -3.133 6.651
H -4.866 -5.100 10.315
H -3.331 -4.277 10.636
H -3.384 -5.649 9.523
H -4.684 -3.010 8.970
H -2.886 -5.198 5.999
H -2.138 -5.308 7.599
H -3.678 -6.135 7.276
C 7.798 0.210 -2.679
N 6.581 -0.274 -2.057
C 6.417 -0.795 -0.813
C 7.643 -0.899 0.065
O 5.317 -1.161 -0.432
H 7.685 1.261 -2.952
H 8.003 -0.358 -3.587
H 8.642 0.112 -2.006
H 5.727 -0.231 -2.591
H 7.349 -1.331 1.016
H 8.394 -1.541 -0.396
H 8.074 0.087 0.243
C 6.205 1.388 -12.662
N 5.524 2.210 -11.678
C 6.050 3.167 -10.870
C 7.531 3.436 -10.988
O 5.342 3.778 -10.084
H 5.774 1.556 -13.651
H 6.092 0.333 -12.410
H 7.262 1.626 -12.698
H 4.532 2.078 -11.556
H 7.795 4.219 -10.284
H 8.106 2.541 -10.750
H 7.784 3.769 -11.995
*
```

As for the energy: -2709.89162 Ha. The maximum force comes out at 1.2 eV Å⁻¹. The relative energy (zero: lowest compared OMol25 entry of this formula, charge and spin) comes out at 0.0 kJ/mol. The HOMO-LUMO gap is 8.78 eV. The SMILES is [H]/N=C(/N)NCCCC[C@@]1(I)NC(=O)C[C@@]1(Cc1cccc(C)c1)NCCCC.CNC(C)=O.CNC(C)=O.CNC(C)=O.CNC(C)=O.CNC(C)=O.

---

Density functional theory data (ωB97M-V/def2-TZVPD) for 2 unconnected molecules or ions with the total composition C36H70FN5O3P in a non-equilibrium geometry.

```
! wB97M-V def2-TZVPD RIJCOSX def2/J DEFGRID3
* xyz 1 1
C -4.114 1.215 -1.165
C -3.818 1.052 -0.004
C -2.971 0.936 1.307
C -3.020 2.249 2.184
C -2.367 3.531 1.470
N -0.878 3.380 1.362
C -0.311 3.529 -0.033
C -1.001 2.569 -1.081
C -0.535 1.285 -1.221
C -0.153 5.029 -0.515
C -1.463 5.782 -0.949
C -2.019 5.526 -2.404
C -1.025 4.913 -3.458
F -3.269 4.810 -2.315
O 0.467 5.842 0.538
C -0.200 5.703 1.791
C -0.101 4.211 2.365
C -0.607 4.068 3.845
C -0.197 2.642 4.486
C 0.828 2.799 5.714
C 2.023 1.747 5.563
C 1.891 0.660 6.725
C 1.933 -0.777 6.000
C 0.986 -1.745 6.842
C 0.889 -3.232 6.276
C 1.866 -3.545 5.072
C 1.281 -3.126 3.650
C 2.487 -3.129 2.599
C 1.879 -3.680 1.210
C 2.593 -2.915 -0.007
C 1.686 -1.647 -0.389
C 2.676 -0.476 -0.869
O 1.279 3.728 2.376
C 2.092 4.570 3.056
N 2.847 5.283 3.548
H -4.315 1.298 -2.260
H -1.927 0.562 1.126
H -3.489 0.128 1.916
H -2.527 2.017 3.174
H -4.094 2.513 2.438
H -2.915 3.671 0.501
H -2.688 4.402 2.121
H -0.667 2.397 1.632
H 0.749 3.119 0.002
H -1.838 2.869 -1.756
H 0.325 0.909 -0.605
H -1.008 0.554 -1.939
H 0.640 5.011 -1.324
H -1.229 6.893 -0.884
H -2.337 5.646 -0.237
H -2.318 6.540 -2.818
H -1.368 5.287 -4.476
H 0.034 5.306 -3.359
H -1.054 3.788 -3.539
H -1.293 6.023 1.771
H 0.288 6.450 2.493
H -0.137 4.837 4.537
H -1.713 4.167 4.003
H -1.122 2.161 4.940
H 0.169 1.913 3.706
H 1.289 3.824 5.781
H 0.233 2.664 6.668
H 2.012 1.302 4.530
H 2.990 2.337 5.641
H 0.918 0.698 7.288
H 2.750 0.823 7.431
H 2.995 -1.144 5.992
H 1.483 -0.684 4.970
H 1.392 -1.724 7.904
H -0.033 -1.245 6.910
H 1.131 -3.924 7.142
H -0.178 -3.402 5.949
H 1.979 -4.677 5.036
H 2.919 -3.159 5.237
H 0.514 -3.899 3.365
H 0.775 -2.121 3.648
H 2.954 -2.110 2.462
H 3.261 -3.862 2.988
H 0.765 -3.481 1.224
H 2.091 -4.787 1.206
H 2.599 -3.650 -0.867
H 3.632 -2.611 0.314
H 1.008 -1.883 -1.264
H 1.070 -1.323 0.510
H 2.956 0.123 0.044
H 2.166 0.242 -1.585
H 3.575 -0.886 -1.410
O -0.523 -3.386 -3.650
P -0.849 -3.914 -5.047
N 0.718 -4.618 -5.285
C 1.429 -4.780 -6.545
C 0.979 -5.799 -4.460
N -0.877 -2.310 -5.733
C 0.209 -1.778 -6.535
C -1.339 -1.247 -4.839
N -1.370 -4.567 -6.613
C -2.328 -3.794 -7.429
C -2.045 -5.872 -6.374
H 0.967 -5.525 -7.205
H 2.456 -5.109 -6.360
H 1.539 -3.855 -7.098
H 0.559 -6.708 -4.906
H 0.553 -5.688 -3.461
H 2.053 -5.957 -4.328
H 1.160 -1.763 -5.990
H -0.009 -0.756 -6.862
H 0.319 -2.333 -7.468
H -0.546 -0.917 -4.154
H -2.193 -1.577 -4.244
H -1.675 -0.376 -5.412
H -3.191 -3.466 -6.843
H -2.694 -4.398 -8.266
H -1.867 -2.926 -7.895
H -2.975 -5.740 -5.812
H -1.410 -6.550 -5.801
H -2.272 -6.376 -7.315
*
```

As for the energy: -2353.79905 Ha. The maximum force comes out at 8.4 eV Å⁻¹. The HOMO-LUMO gap is 7.53 eV.

---

Density functional theory data (ωB97M-V/def2-TZVPD) for a molecular structure, C36H70GeN5O3S4SbSi4Te2Y in a non-equilibrium geometry.

```
! wB97M-V def2-TZVPD RIJCOSX def2/J DEFGRID3
* xyz -2 2
Y 0.323 -0.798 -0.878
C 0.156 4.592 -0.770
C -0.892 3.515 -0.485
C -1.118 3.431 1.021
C -2.217 3.864 -1.167
O -0.421 2.251 -0.934
Ge 0.052 1.995 -2.765
O 1.528 0.937 -2.224
C 2.755 0.978 -2.993
C 2.721 2.035 -4.099
C 3.915 1.343 -2.064
C 2.970 -0.394 -3.614
O -0.913 0.356 -2.750
C -1.756 0.013 -3.881
C -1.115 -1.112 -4.690
C -3.118 -0.400 -3.332
C -1.962 1.202 -4.818
H -0.091 5.517 -0.242
H 0.228 4.811 -1.837
H 1.129 4.242 -0.427
H -1.599 4.344 1.380
H -0.165 3.327 1.538
H -1.753 2.582 1.266
H -2.521 4.884 -0.914
H -3.004 3.180 -0.845
H -2.125 3.803 -2.253
H 2.487 3.026 -3.709
H 1.998 1.807 -4.886
H 3.715 2.068 -4.549
H 3.743 2.327 -1.620
H 4.847 1.379 -2.634
H 4.011 0.626 -1.257
H 2.072 -0.747 -4.121
H 3.217 -1.129 -2.847
H 3.789 -0.380 -4.336
H -1.022 -2.027 -4.119
H -0.117 -0.819 -5.021
H -1.718 -1.323 -5.577
H -2.993 -1.191 -2.599
H -3.768 -0.767 -4.131
H -3.607 0.449 -2.848
H -1.032 1.538 -5.277
H -2.418 2.055 -4.309
H -2.638 0.878 -5.613
N 0.050 -3.798 2.694
C 0.761 -3.319 1.672
N 0.122 -2.295 1.152
C -1.023 -2.193 1.898
N -1.106 -3.098 2.864
C -1.989 -1.183 1.548
C -3.185 -1.042 2.230
N -4.163 -0.217 1.880
C -3.881 0.479 0.724
C -2.707 0.379 0.040
N -1.671 -0.413 0.433
H 0.236 -4.617 3.240
H 1.691 -3.738 1.322
H -3.340 -1.665 3.106
H -4.656 1.138 0.346
H -2.534 0.959 -0.856
S 2.077 -5.386 -0.760
Sb 1.507 -3.537 -1.954
S -1.223 -2.972 -1.648
S 2.683 -0.761 0.405
S 1.658 -3.881 -4.186
C -6.593 -4.210 -6.164
C -5.825 -4.053 -4.880
C -4.729 -4.850 -4.597
C -3.995 -4.714 -3.421
C -2.831 -5.634 -3.214
C -4.371 -3.725 -2.496
Te -3.323 -3.501 -0.659
C -5.474 -2.904 -2.770
C -5.944 -1.803 -1.861
C -6.184 -3.089 -3.953
H -6.301 -5.120 -6.688
H -6.413 -3.369 -6.838
H -7.669 -4.255 -5.981
H -4.426 -5.610 -5.309
H -2.887 -6.469 -3.913
H -2.806 -6.021 -2.193
H -1.883 -5.116 -3.365
H -5.180 -1.484 -1.155
H -6.815 -2.121 -1.282
H -6.242 -0.937 -2.454
H -7.034 -2.443 -4.156
C 5.255 2.287 1.594
Si 4.128 2.908 2.971
C 3.138 4.373 2.317
C 5.184 3.508 4.423
Si 2.690 1.145 3.565
Te 1.252 0.765 1.562
Si 3.934 -0.712 4.290
C 4.887 -0.177 5.849
C 2.773 -2.130 4.728
C 5.209 -1.297 3.040
Si 1.045 1.687 5.163
C -0.097 0.215 5.423
C -0.006 3.122 4.532
C 1.786 2.174 6.834
H 5.619 3.123 0.990
H 4.723 1.600 0.936
H 6.120 1.758 1.996
H 3.812 5.213 2.125
H 2.372 4.708 3.011
H 2.646 4.106 1.384
H 5.929 4.222 4.060
H 5.714 2.695 4.915
H 4.578 4.013 5.175
H 4.373 0.581 6.436
H 5.864 0.220 5.576
H 5.049 -1.044 6.494
H 2.259 -1.953 5.673
H 3.344 -3.058 4.816
H 2.017 -2.269 3.956
H 6.025 -0.580 2.945
H 4.764 -1.438 2.057
H 5.630 -2.249 3.376
H -0.504 -0.139 4.476
H -0.934 0.511 6.062
H 0.411 -0.625 5.895
H -0.736 2.769 3.805
H 0.571 3.909 4.057
H -0.554 3.561 5.370
H 2.307 1.338 7.300
H 0.982 2.482 7.507
H 2.489 3.001 6.751
*
```

As for the energy: -7555.97544 Ha. The maximum force comes out at 1.4 eV Å⁻¹. The relative energy (zero: lowest compared OMol25 entry of this formula, charge and spin) comes out at 235.5 kJ/mol. The HOMO-LUMO gap (alpha / beta) is 4.07 / 5.68 eV.